The following is a DFT calculation (the ωB97M-V functional and the def2-TZVPD basis) of an isolated ion of composition C4H10S2 and charge +1.

The highest occupied orbital energy (alpha / beta) is -14.1 / -15.8 eV. The calculation puts the lowest unoccupied orbital energy (alpha / beta) at -4.0 / -7.2 eV. For the molar mass, the calculation gives 122.26 g mol⁻¹. As for the charge: +1. As for the spin multiplicity: 2. Its orbital gap (alpha / beta) is 10.1 / 8.6 eV.

```
16
Properties=species:S:1:pos:R:3:forces:R:3
C -0.4754 2.1706 2.3700 -0.266 0.196 0.608
C 0.4625 1.2349 1.6198 0.024 0.081 -0.055
S -0.4723 -0.0448 0.7379 0.169 -0.149 -0.186
S -0.0599 0.3095 -1.1604 -0.062 -0.036 -0.075
C -0.6028 -1.2624 -1.9416 0.627 -0.195 0.471
C 0.6251 -2.1900 -2.1011 -0.160 0.907 0.014
H -0.0335 3.1649 2.3818 -0.114 0.029 0.091
H -0.6370 1.8441 3.3973 0.346 -0.009 0.050
H -1.4964 2.2440 1.9941 0.231 0.037 -0.563
H 1.0915 0.6519 2.2751 0.044 -0.277 0.509
H 1.1983 1.7408 0.9936 -0.450 0.010 -0.474
H -1.3456 -1.7267 -1.2973 -0.275 0.232 -0.118
H -1.0145 -0.9349 -2.8918 -0.233 -0.162 0.006
H 1.3519 -2.0000 -1.3132 0.112 0.019 -0.057
H 1.0686 -1.9796 -3.0710 0.244 -0.324 0.068
H 0.3394 -3.2224 -1.9931 -0.235 -0.360 -0.289
```
Forces are in eV/Å.